(1)
Here is one molecule with the formula C4H7NO2 from the OMol25 dataset. Energies are from ωB97M-V with the def2-TZVPD basis set.

Geometry (Å):
O: 1.4150 -0.8939 2.2256
C: 0.2289 -0.6999 2.0427
N: -0.1437 -0.5234 0.7758
C: -1.2016 0.4548 0.0320
C: -0.0408 0.5539 -0.9178
O: -0.3878 0.4376 -2.2457
C: 0.8055 -0.5684 -0.3238
H: -0.5739 -0.6431 2.8050
H: -1.6541 1.4590 0.2486
H: -1.9739 -0.2927 -0.0703
H: 0.4797 1.5012 -0.6873
H: 0.4284 0.6846 -2.6893
H: 1.8667 -0.2903 -0.2074
H: 0.6957 -1.5349 -0.8283

Results
SMILES string ... O=CN1CC(O)C1
Energy above the lowest of the compared OMol25 structures with the same formula, charge and spin ... 70.1 kcal per mole
Molecular weight ... 101.10 g mol⁻¹
E_LUMO ... 0.564 eV
Calculated total energy ... -9844.24102 eV
Frontier orbital gap ... 9.935 eV

Just the Mulliken charges please, in e? Sure, here they are: atom 1 (O): -0.586, atom 2 (C): 0.074, atom 3 (N): 0.028, atom 4 (C): -0.650, atom 5 (C): 0.283, atom 6 (O): -0.539, atom 7 (C): -0.626, atom 8 (H): 0.341, atom 9 (H): 0.263, atom 10 (H): 0.312, atom 11 (H): 0.247, atom 12 (H): 0.331, atom 13 (H): 0.264, atom 14 (H): 0.257

***

(2)
Here is a 2-piece molecular cluster, C2H7ClOSi overall from the OMol25 dataset. Energies are from ωB97M-V with the def2-TZVPD basis set.

Geometry (Å):
C: 0.9850 0.4864 1.5293
C: 0.0962 -1.2178 -1.2544
O: -1.1256 2.2974 -0.9476
Si: -0.4073 -0.2387 0.3947
Cl: -2.1185 -0.9614 1.2054
H: 1.6089 -0.3006 2.1234
H: 1.5631 1.3020 1.1829
H: 0.3093 0.9313 2.1987
H: 0.2993 -2.1837 -0.9568
H: -0.8753 -1.3177 -1.8324
H: 0.8819 -0.7656 -1.8687
H: -1.2170 1.9684 -1.7746

Results
Energy above the lowest of the compared OMol25 structures with the same formula, charge and spin ... 120.6 kcal per mole
Molecular weight ... 110.62 g mol⁻¹
E_LUMO ... -0.669 eV
Calculated total energy ... -24633.14728 eV
Frontier orbital gap ... 7.857 eV

Just the Mulliken charges please, in e? Sure, here they are: atom 1 (C): -0.893, atom 2 (C): -0.957, atom 3 (O): -0.792, atom 4 (Si): 0.736, atom 5 (Cl): -0.174, atom 6 (H): 0.322, atom 7 (H): 0.362, atom 8 (H): 0.258, atom 9 (H): 0.385, atom 10 (H): 0.243, atom 11 (H): 0.305, atom 12 (H): 0.205

***

(3)
Here is a 2-piece molecular cluster, HINO2S overall from the OMol25 dataset. Energies are from ωB97M-V with the def2-TZVPD basis set.

Geometry (Å):
N: 1.4127 -0.5828 0.5018
O: 0.7285 -1.0751 -0.6649
O: -0.1323 1.3059 -0.4108
S: -0.2562 -0.0023 0.1601
I: -3.8022 0.1964 0.2186
H: 2.0496 0.1578 0.1952

Results
Energy above the lowest of the compared OMol25 structures with the same formula, charge and spin ... 26.5 kcal per mole
Molecular weight ... 205.98 g mol⁻¹
E_LUMO ... 3.266 eV
Net charge ... -1
Calculated total energy ... -24536.67540 eV
Frontier orbital gap ... 6.928 eV

Just the Mulliken charges please, in e? Sure, here they are: atom 1 (N): -0.367, atom 2 (O): -0.250, atom 3 (O): -0.440, atom 4 (S): 0.675, atom 5 (I): -0.871, atom 6 (H): 0.253